Record 1
Formula: C49H126BeN9O15
Source: OMol25
Level of theory: the ωB97M-V functional and the def2-TZVPD basis

Each line ends with the Mulliken charge.
Cartesian coordinates (Å):
Be (-4.1009, 19.8169, -10.6224)  1.54
C (-5.8801, 17.0812, -7.4345)  1.47
C (-5.1464, 18.3628, -7.1434)  0.98
C (-4.1336, 18.1709, -6.0269)  -0.99
O (-4.6271, 18.9124, -8.2885)  -1.37
H (-5.4055, 16.5018, -8.2264)  -0.89
H (-6.8926, 17.2811, -7.7853)  -0.60
H (-6.0388, 16.5603, -6.4902)  0.11
H (-5.8713, 19.0911, -6.7797)  -0.55
H (-3.3408, 17.4320, -6.1437)  -0.34
H (-4.6611, 17.9988, -5.0887)  0.63
H (-3.7339, 19.1718, -5.8642)  -0.09
C (-3.3763, 23.3465, -12.0692)  -1.04
O (-4.3427, 22.3753, -11.8352)  0.00
C (-5.6145, 22.7984, -11.9970)  -0.83
C (-6.5938, 21.6054, -11.7083)  -0.88
N (-6.4424, 21.0002, -10.3315)  0.03
C (-7.3233, 19.9080, -10.1296)  -0.19
C (-7.0615, 18.5708, -10.8913)  -1.47
O (-5.8248, 18.0038, -10.5666)  0.91
C (-5.4834, 16.7229, -11.1643)  -0.89
H (-3.3356, 23.6534, -13.1143)  0.32
H (-2.4395, 23.1256, -11.5575)  0.28
H (-3.6964, 24.2350, -11.5249)  0.41
H (-5.7357, 23.1232, -13.0303)  0.42
H (-5.8716, 23.6472, -11.3633)  0.45
H (-6.3026, 20.8540, -12.4423)  0.32
H (-7.6439, 21.8187, -11.9081)  0.48
H (-6.6934, 21.7146, -9.6631)  0.26
H (-8.2701, 20.2464, -10.5505)  0.61
H (-7.4428, 19.5922, -9.0933)  -0.37
H (-7.1496, 18.8338, -11.9454)  0.41
H (-7.8222, 17.8328, -10.6367)  0.55
H (-4.4572, 16.4056, -10.9785)  0.21
H (-5.6251, 16.7972, -12.2425)  0.35
H (-6.0849, 15.8873, -10.8063)  0.04
C (-0.8897, 18.9951, -3.9856)  0.58
O (0.4513, 18.6814, -3.8054)  -0.51
C (1.2565, 19.4954, -4.6688)  0.91
C (2.7018, 18.9776, -4.7205)  -1.14
N (3.4187, 19.4887, -3.4916)  -0.41
C (3.9727, 20.8510, -3.7751)  -0.48
C (4.5261, 21.4161, -2.5099)  -0.78
O (3.3485, 21.6439, -1.7859)  -0.12
C (3.6007, 22.0963, -0.4249)  -1.04
H (-1.2066, 19.9016, -3.4700)  -0.48
H (-1.4323, 18.1780, -3.5101)  0.38
H (-1.1855, 19.0234, -5.0344)  -0.23
H (1.2357, 20.5542, -4.4106)  -0.38
H (0.8231, 19.5596, -5.6669)  0.13
H (3.2691, 19.1932, -5.6259)  0.38
H (2.6271, 17.8965, -4.6036)  0.36
H (2.9162, 19.4303, -2.6175)  0.31
H (3.3544, 21.6334, -4.2152)  0.27
H (4.8409, 20.9031, -4.4319)  0.42
H (5.0573, 22.2884, -2.8906)  0.37
H (5.1827, 20.6659, -2.0693)  0.41
H (2.8684, 22.8465, -0.1265)  0.24
H (4.5912, 22.5259, -0.2747)  0.42
H (3.5877, 21.2128, 0.2133)  0.35
C (-10.4519, 21.6701, -4.4055)  -0.25
O (-9.6900, 21.9490, -5.4710)  -0.47
C (-8.5911, 21.0993, -5.7990)  0.08
C (-8.8788, 19.6631, -6.0597)  0.51
N (-9.8819, 19.5026, -7.1804)  -0.26
C (-10.1204, 18.1741, -7.6535)  0.72
C (-11.0755, 18.1771, -8.7941)  -0.87
O (-10.6074, 19.2157, -9.7774)  -0.15
C (-11.5558, 19.4505, -10.8040)  -0.92
H (-10.8677, 20.6643, -4.4652)  0.19
H (-11.2870, 22.3678, -4.3425)  0.28
H (-9.7110, 21.7081, -3.6068)  -0.08
H (-7.8094, 21.2437, -5.0532)  -0.21
H (-8.3781, 21.6033, -6.7417)  0.26
H (-9.2401, 19.0990, -5.1998)  0.53
H (-7.9277, 19.2234, -6.3601)  -0.87
H (-9.8502, 20.1141, -7.9836)  0.37
H (-10.5076, 17.5668, -6.8353)  0.58
H (-9.2325, 17.6433, -7.9970)  -0.87
H (-12.1306, 18.1533, -8.5215)  0.47
H (-10.9138, 17.2731, -9.3813)  0.08
H (-11.2489, 20.2402, -11.4898)  0.26
H (-12.5872, 19.5451, -10.4646)  0.36
H (-11.6373, 18.5283, -11.3794)  0.28
C (-2.7980, 9.5646, -13.1139)  -0.74
O (-3.8067, 9.7463, -12.1358)  -0.33
C (-3.9052, 8.6705, -11.1402)  -0.40
C (-2.8085, 8.9104, -10.1121)  -0.90
N (-2.9319, 10.1816, -9.4094)  -0.28
C (-4.0815, 10.2370, -8.5174)  -0.71
C (-4.4763, 11.7038, -8.2369)  0.03
O (-5.0722, 12.1900, -9.3065)  -0.36
C (-5.6035, 13.5129, -9.1032)  -0.60
H (-3.1634, 8.7475, -13.7360)  0.32
H (-1.7829, 9.5310, -12.7184)  0.30
H (-2.9629, 10.4926, -13.6614)  0.24
H (-3.8200, 7.6997, -11.6283)  0.40
H (-4.9178, 8.9170, -10.8210)  0.24
H (-1.8637, 8.7988, -10.6441)  0.40
H (-2.8280, 8.0253, -9.4762)  0.39
H (-3.0801, 10.8765, -10.1272)  0.33
H (-3.7309, 9.7330, -7.6167)  0.49
H (-4.9778, 9.6988, -8.8260)  0.29
H (-3.6978, 12.2569, -7.7113)  -0.18
H (-5.1472, 11.6586, -7.3790)  0.38
H (-5.7455, 13.8830, -10.1185)  0.21
H (-4.9308, 14.1674, -8.5489)  0.37
H (-6.5781, 13.3753, -8.6349)  0.34
C (-12.1802, 14.8795, -12.4501)  -0.85
O (-11.7547, 15.0685, -11.1067)  -0.27
C (-10.8010, 14.0764, -10.6715)  -0.65
C (-10.6207, 14.1541, -9.1652)  0.46
N (-9.5587, 13.2862, -8.6818)  -0.10
C (-9.4403, 13.3069, -7.1948)  -1.16
C (-8.7795, 14.6246, -6.7195)  1.63
O (-8.5391, 14.2492, -5.4271)  -0.47
C (-8.0431, 15.2339, -4.5739)  -0.48
H (-12.7717, 14.0029, -12.7145)  0.31
H (-11.3066, 14.8497, -13.1013)  0.35
H (-12.7627, 15.7800, -12.6443)  0.26
H (-9.8640, 14.3516, -11.1559)  0.34
H (-11.0911, 13.0811, -11.0082)  0.50
H (-11.5308, 14.0034, -8.5846)  0.18
H (-10.3190, 15.1628, -8.8829)  -0.73
H (-9.7645, 12.4610, -9.2267)  0.22
H (-8.8428, 12.4187, -6.9892)  0.35
H (-10.4270, 13.1232, -6.7696)  0.38
H (-9.3755, 15.5107, -6.9381)  -0.46
H (-7.7808, 14.8235, -7.1082)  -0.46
H (-7.8735, 14.9005, -3.5501)  0.33
H (-8.6841, 16.1117, -4.6560)  0.20
H (-7.0409, 15.5042, -4.9065)  0.12
C (-0.4735, 16.7003, -7.4590)  -0.95
C (-1.3333, 15.6260, -8.0643)  0.73
C (-1.6969, 14.4483, -7.1508)  -0.48
O (-0.4894, 13.7043, -6.8720)  -0.37
C (-0.7264, 12.6981, -5.8645)  -0.65
N (-2.5578, 16.1133, -8.7019)  -0.26
H (-0.9972, 17.6423, -7.2961)  -0.11
H (0.3909, 17.0955, -7.9926)  0.37
H (-0.2344, 16.2754, -6.4841)  0.42
H (-0.6693, 15.1455, -8.7829)  0.35
H (-2.3683, 13.7922, -7.7048)  -0.23
H (-2.3637, 14.8234, -6.3745)  0.50
H (-1.5290, 12.0015, -6.1067)  0.19
H (-0.8368, 13.0564, -4.8410)  0.29
H (0.1618, 12.0732, -5.9575)  0.30
H (-2.7145, 17.0892, -8.4942)  -0.02
H (-3.4347, 15.8109, -8.3025)  -0.22
C (-0.8366, 20.4613, -11.3142)  -1.11
C (-1.1168, 19.6179, -10.0529)  -0.01
C (-1.4926, 20.4685, -8.7906)  -0.03
O (-2.6970, 21.2164, -9.1692)  -0.10
C (-2.8824, 22.2329, -8.2179)  -0.87
N (-1.8235, 18.3964, -10.3410)  -0.15
H (0.1272, 20.9700, -11.3344)  0.43
H (-1.5250, 21.3030, -11.3902)  -0.19
H (-0.7555, 19.8749, -12.2294)  0.41
H (-0.1333, 19.1936, -9.8505)  0.29
H (-0.6803, 21.0793, -8.3966)  0.63
H (-1.8785, 19.8253, -7.9998)  -0.27
H (-3.0314, 21.8523, -7.2074)  -0.12
H (-3.8131, 22.7807, -8.3655)  0.38
H (-2.0555, 22.9415, -8.1707)  0.32
H (-1.5835, 17.8442, -11.1519)  0.29
H (-1.9011, 17.6606, -9.6535)  -0.37
C (-5.1273, 20.2094, -2.3470)  -0.83
C (-6.3291, 21.2661, -2.0953)  0.02
C (-6.0493, 22.5496, -3.0747)  -0.84
O (-4.8655, 23.2669, -2.5147)  -0.23
C (-4.7726, 24.6062, -2.9585)  -0.86
N (-7.6195, 20.5861, -2.3299)  -0.45
H (-4.3242, 20.9460, -2.3209)  -0.15
H (-5.0934, 19.7304, -3.3255)  0.27
H (-5.0266, 19.5570, -1.4797)  0.51
H (-6.3971, 21.7150, -1.1043)  0.41
H (-6.8930, 23.2080, -2.8680)  0.55
H (-6.0291, 22.2900, -4.1331)  0.30
H (-5.6845, 25.1145, -2.6451)  0.43
H (-4.6321, 24.5764, -4.0390)  0.31
H (-3.9587, 25.0650, -2.3971)  0.23
H (-8.2412, 21.3021, -1.9823)  0.25
H (-7.5970, 19.7696, -1.7358)  0.22
C (-0.5750, 24.2299, -3.8838)  -1.70
C (-1.0158, 22.8050, -3.6516)  1.43
C (-1.5717, 22.5862, -2.2629)  0.04
O (-0.5914, 22.6079, -1.3138)  -0.43
C (0.1885, 21.4673, -1.0573)  0.26
N (-1.9695, 22.5065, -4.7991)  -0.14
H (-1.4494, 24.8798, -3.8506)  0.38
H (-0.2082, 24.1483, -4.9070)  0.42
H (0.1825, 24.5203, -3.1557)  0.35
H (-0.2098, 22.1041, -3.8690)  -0.86
H (-2.1825, 21.6834, -2.2675)  -0.01
H (-2.2513, 23.4296, -2.1405)  0.14
H (-0.3745, 20.9656, -0.2703)  0.35
H (1.1740, 21.7665, -0.7005)  -0.42
H (0.4324, 20.8344, -1.9106)  0.04
H (-2.7348, 23.1518, -4.6647)  0.02
H (-2.2380, 21.6038, -5.1638)  0.10

Total charge   0
HOMO-LUMO gap (alpha / beta)   0.22791 / 0.24112 Ha
Spin multiplicity   2
HOMO level (alpha / beta)   -0.207 / -0.236 hartree

Record 2
Formula: C43H104NO19Zn
Source: OMol25
Level of theory: the ωB97M-V functional and the def2-TZVPD basis

Each line ends with the Mulliken charge.
Cartesian coordinates (Å):
Zn (-2.3172, 2.4218, 0.7934)  2.23
C (1.0872, -0.8013, 1.8235)  -0.09
C (0.8305, -0.1549, 0.4467)  1.99
C (1.7128, -0.8099, -0.6078)  -0.51
C (1.2876, -2.2288, -0.8942)  -0.53
C (-0.1619, -2.1947, -1.3476)  -0.45
C (-1.1600, -1.4920, -0.3589)  2.31
N (-0.5376, -0.2194, 0.0160)  0.28
O (-1.4080, 0.5985, 0.7034)  1.11
C (-1.3779, -2.5211, 0.7544)  -0.82
C (-2.3927, -1.2795, -1.2446)  -0.88
C (1.4030, 1.2666, 0.5418)  -0.14
H (0.9533, -1.8818, 1.7604)  -0.69
H (0.3042, -0.5150, 2.5292)  -0.44
H (2.0674, -0.5014, 2.1845)  0.15
H (2.7725, -0.8280, -0.3365)  1.21
H (1.5973, -0.3140, -1.5805)  -0.59
H (1.4091, -2.7558, 0.0642)  -0.04
H (2.0036, -2.7342, -1.5437)  -0.14
H (-0.4801, -3.2483, -1.3589)  0.78
H (-0.2126, -1.8516, -2.3822)  -0.78
H (-1.8455, -2.1906, 1.6840)  0.18
H (-0.4595, -3.0353, 1.0390)  -0.45
H (-1.9982, -3.3528, 0.3946)  0.56
H (-2.1301, -1.0178, -2.2714)  -0.05
H (-3.1051, -0.5127, -0.9455)  -1.23
H (-2.8826, -2.2579, -1.2879)  0.48
H (2.4570, 1.2337, 0.7866)  -0.17
H (0.8821, 1.9163, 1.2485)  -0.73
H (1.2240, 1.7595, -0.4219)  0.07
C (-0.3028, 5.5135, 2.8249)  -0.50
C (-1.1276, 4.6791, 2.1132)  -0.07
C (-2.3045, 5.2388, 1.3756)  0.24
O (-3.0033, 4.3744, 0.7573)  -0.67
C (-2.5843, 6.5865, 1.3203)  -1.08
C (-1.6235, 7.5233, 1.8235)  0.47
C (-0.4336, 6.9515, 2.7152)  0.00
O (0.3000, 7.7909, 3.1787)  -0.68
O (-1.7315, 8.7427, 1.7799)  -0.69
O (-0.8693, 3.4116, 2.0895)  0.31
H (0.6004, 5.2240, 3.3502)  0.63
H (-3.2840, 6.9951, 0.6008)  0.38
C (6.1734, 1.7229, 1.4584)  -1.49
C (4.9158, 1.4703, 2.2574)  1.21
O (4.7891, 2.4616, 3.2738)  -0.64
H (6.2570, 2.7869, 1.2130)  0.36
H (6.1868, 1.2027, 0.4991)  0.33
H (7.1137, 1.5345, 1.9842)  0.34
H (4.8983, 0.4321, 2.6125)  0.02
H (4.0593, 1.6712, 1.6080)  -0.40
H (3.8452, 2.5728, 3.4767)  0.33
C (3.9249, -2.6941, 3.7270)  -1.47
C (3.9606, -2.9636, 2.2206)  1.31
O (4.3200, -4.3475, 1.9868)  -0.63
H (4.9261, -2.3993, 4.0541)  0.37
H (3.6970, -3.6479, 4.2015)  0.54
H (3.2090, -1.9411, 4.0484)  0.15
H (4.5291, -2.2666, 1.6076)  0.49
H (2.8863, -2.9345, 2.0049)  -1.02
H (3.6948, -4.6440, 1.3217)  0.34
C (3.8205, 0.8553, -3.0203)  0.08
C (4.9341, 0.8592, -4.0407)  -0.62
O (6.1867, 0.9582, -3.3544)  -0.52
H (3.8027, -0.0926, -2.4825)  0.10
H (2.8393, 0.8513, -3.5012)  -0.27
H (3.9894, 1.7597, -2.4384)  0.21
H (4.9452, 1.7783, -4.6576)  0.34
H (4.7880, 0.0500, -4.7751)  0.37
H (6.9124, 0.8880, -3.9795)  0.28
C (-1.9383, 4.3807, -2.9557)  -1.49
C (-1.0423, 3.9142, -1.8056)  -0.01
O (-1.5655, 2.7559, -1.1946)  0.05
H (-2.9689, 4.4328, -2.5875)  0.26
H (-1.9943, 3.7341, -3.8351)  0.22
H (-1.6491, 5.3861, -3.2683)  0.43
H (-0.9222, 4.7709, -1.1498)  0.24
H (-0.0822, 3.7440, -2.3063)  0.22
H (-1.5260, 1.9991, -1.8114)  -0.50
C (-6.7226, -2.1037, 1.6945)  -1.33
C (-5.6392, -1.0738, 1.3784)  0.35
O (-6.0250, 0.2982, 1.3514)  -0.51
H (-7.2568, -1.8918, 2.6242)  0.35
H (-6.2196, -3.0691, 1.8019)  0.37
H (-7.5077, -2.3487, 0.9742)  0.33
H (-5.1827, -1.2707, 0.4048)  0.07
H (-4.8223, -1.2718, 2.0820)  0.06
H (-6.4267, 0.4907, 2.2084)  0.28
C (-5.3032, 1.1741, -1.9819)  -1.16
C (-4.7793, 2.2402, -1.0297)  0.36
O (-4.0772, 1.5508, 0.0404)  0.05
H (-5.8056, 1.6251, -2.8450)  0.42
H (-6.1446, 0.6951, -1.4665)  0.30
H (-4.5750, 0.4463, -2.3254)  0.17
H (-5.6046, 2.7407, -0.5187)  0.39
H (-4.2020, 2.9767, -1.5756)  -0.30
H (-4.7145, 0.8552, 0.3281)  -0.31
C (-0.6405, 1.0975, -5.1010)  -1.44
C (-0.0937, 0.2633, -3.9315)  0.52
O (-0.3960, 0.8649, -2.7009)  -0.67
H (-0.6463, 0.5177, -6.0207)  0.37
H (0.0406, 1.9366, -5.2314)  0.39
H (-1.6198, 1.5020, -4.8440)  0.24
H (0.9835, 0.4160, -4.1058)  -0.45
H (-0.1326, -0.8255, -4.0098)  0.32
H (0.0590, 0.4155, -1.9640)  -0.30
C (0.7698, -5.1725, -5.3074)  -1.18
C (-0.3067, -5.2861, -4.2472)  0.65
O (-1.3689, -5.9959, -4.9120)  -0.57
H (1.6540, -4.7268, -4.8306)  0.23
H (0.5331, -4.4777, -6.1100)  0.35
H (1.1369, -6.1315, -5.6647)  0.34
H (-0.6332, -4.3486, -3.7839)  -0.25
H (0.0347, -5.8681, -3.3804)  0.19
H (-2.1080, -6.0529, -4.2941)  0.29
C (-4.4051, -3.3727, -4.0148)  -0.65
C (-5.3887, -3.9458, -5.0045)  -0.42
O (-6.6800, -3.3957, -4.7460)  -0.53
H (-3.4137, -3.7982, -4.1466)  0.19
H (-4.8295, -3.6068, -3.0349)  0.28
H (-4.4207, -2.2858, -4.0910)  0.23
H (-5.3619, -5.0439, -4.9950)  0.22
H (-5.1920, -3.7176, -6.0602)  0.36
H (-7.1790, -3.2769, -5.5530)  0.31
C (1.8796, 1.9718, 5.9378)  -1.51
C (1.4735, 1.7051, 4.4844)  1.56
O (1.9027, 2.8086, 3.6673)  -0.60
H (2.9357, 1.7679, 6.1215)  0.37
H (1.2137, 1.4089, 6.5926)  0.42
H (1.8432, 3.0494, 6.1229)  0.32
H (0.4257, 1.4478, 4.3600)  -0.41
H (2.1182, 0.8592, 4.2336)  -0.35
H (1.0492, 3.1857, 3.3900)  -0.34
C (-2.3435, 2.4315, 4.8828)  -1.15
C (-2.5537, 1.4702, 3.7324)  1.01
O (-3.3549, 2.1499, 2.7282)  -0.20
H (-2.0296, 3.4033, 4.5026)  0.06
H (-1.5864, 2.0248, 5.5618)  0.32
H (-3.2397, 2.6206, 5.4772)  0.37
H (-3.1356, 0.5865, 4.0376)  0.53
H (-1.6746, 1.0146, 3.2742)  -0.97
H (-4.2602, 1.8445, 2.7616)  0.15
C (0.5781, -5.0087, 3.3386)  -0.24
C (-0.3060, -5.0913, 4.5582)  -0.40
O (0.4516, -5.2842, 5.7588)  -0.54
H (-0.0438, -4.6862, 2.4944)  0.04
H (0.9443, -6.0121, 3.0930)  0.39
H (1.4430, -4.3487, 3.2847)  -0.10
H (-1.0736, -5.8526, 4.4232)  0.34
H (-0.7329, -4.0970, 4.7172)  0.22
H (0.4106, -6.1928, 6.0636)  0.29
C (3.8305, 5.9903, -0.3264)  -1.36
C (3.0613, 5.5833, 0.8923)  0.08
O (2.0606, 4.6045, 0.5294)  -0.25
H (3.1948, 6.4542, -1.0784)  0.30
H (4.3528, 5.1088, -0.7139)  0.24
H (4.6585, 6.6726, -0.1164)  0.39
H (2.5366, 6.4306, 1.3511)  0.23
H (3.6600, 5.1065, 1.6760)  0.26
H (1.8424, 4.1791, 1.3663)  0.04
C (3.0461, -5.2969, -2.0920)  -0.94
C (4.1783, -4.3236, -1.7985)  0.03
O (4.4002, -3.5523, -2.9748)  -0.54
H (2.9393, -5.6640, -3.1138)  0.31
H (2.0819, -4.9188, -1.7550)  0.13
H (3.2180, -6.2474, -1.5719)  0.44
H (5.1256, -4.8053, -1.5487)  0.48
H (3.7834, -3.7409, -0.9576)  -0.07
H (5.2336, -3.0760, -2.9368)  0.27

Total charge   -1
HOMO-LUMO gap   0.21308 Ha
HOMO level   -0.157 hartree